Entry 1:
Below is a 9-piece molecular cluster, C18H57N15O9 overall in a non-equilibrium geometry, with properties calculated with ωB97M-V/def2-TZVPD.

Summary:
lowest unoccupied orbital energy: 0.173 eV
total charge: 0
SMILES: COC[C@H](C)N.COC[C@H](C)N.COC[C@H](C)N.NC(N)=O.NC(N)=O.NC(N)=O.NC(N)=O.NC(N)=O.NC(N)=O
energy relative to the best compared isomer or geometry (same formula, charge and spin): 153.7 kcal/mol
calculated total energy: -60368.5817 eV
Kohn-Sham gap: 9.4091 eV
F_max: 11.24 eV Å⁻¹

Last column: Löwdin charge in e.
CARTESIAN COORDINATES (ANGSTROEM)
1 H -2.427 -8.577 -3.683  0.085
2 H 1.588 2.484 -3.135  0.073
3 H 0.247 12.361 1.661  0.083
4 H 1.395 -6.305 -6.325  0.078
5 N -0.924 -0.018 0.797  0.175
6 C 3.807 11.421 2.170  -0.113
7 H -7.242 -3.810 -1.822  0.115
8 H 3.925 3.530 -4.879  0.134
9 H -9.399 -3.957 -4.010  0.108
10 H 6.616 2.611 -1.292  0.086
11 H -0.800 -7.926 -5.801  0.127
12 C -5.629 1.098 3.260  -0.862
13 H -1.447 -7.555 5.831  0.104
14 H 1.933 5.239 5.172  0.122
15 N 1.608 -8.895 -6.476  0.005
16 C 1.952 -7.087 2.270  -0.800
17 O 1.268 -8.018 2.534  0.063
18 N -2.023 -7.519 6.660  0.156
19 H 2.876 -6.528 -5.388  0.071
20 H -1.584 -5.626 5.319  0.104
21 N 2.576 4.462 5.222  0.160
22 N 2.759 -6.449 3.079  0.151
23 H 6.478 4.307 -1.622  0.082
24 H 3.764 11.897 3.149  0.088
25 C 3.506 2.861 -4.128  -0.417
26 O -5.293 -0.020 3.540  0.046
27 H -0.401 -9.367 -4.822  0.122
28 C 4.416 3.109 -2.942  -0.203
29 H -0.451 11.533 3.049  0.078
30 H -4.669 2.086 4.699  0.117
31 H -0.421 0.843 0.958  0.123
32 H 3.441 -5.866 2.614  0.103
33 C -8.403 -2.738 -3.003  -0.777
34 O 5.821 2.982 -3.184  -0.191
35 H 1.590 -6.866 0.245  0.117
36 H -2.507 -6.971 -4.311  0.083
37 C -0.504 -1.044 0.123  -0.816
38 H 1.342 3.017 -4.748  0.071
39 C -0.305 11.474 1.970  -0.078
40 H -2.231 -8.334 7.219  0.123
41 O -8.059 -1.632 -2.586  0.015
42 N -2.430 -5.515 5.859  0.157
43 H -6.177 2.419 2.004  0.124
44 C -0.214 -8.302 -4.963  -0.228
45 H -3.043 -4.720 5.745  0.120
46 C 1.807 -6.740 -5.414  -0.057
47 H -1.066 -2.867 -0.377  0.123
48 H -1.964 -2.105 0.932  0.111
49 H -1.910 0.012 1.015  0.111
50 C 2.743 3.739 4.160  -0.825
51 H -9.884 -2.192 -4.192  0.129
52 H 3.251 0.916 -3.913  0.067
53 H 2.683 -6.486 4.085  0.120
54 N -9.278 -2.958 -3.931  0.161
55 H 1.401 -8.404 -7.333  0.059
56 N -1.307 -2.051 0.167  0.150
57 H -8.252 -4.835 -2.715  0.108
58 H -1.142 8.770 1.587  0.071
59 H 4.296 10.473 2.396  0.080
60 H 4.175 2.486 -2.080  0.128
61 H 1.842 4.212 -3.615  0.067
62 H -1.324 11.478 1.584  0.072
63 C 0.417 10.194 1.593  -0.439
64 N -0.298 9.018 2.082  0.041
65 C -2.833 -6.496 6.642  -0.776
66 C 6.623 3.340 -2.103  -0.143
67 O 2.602 11.130 1.516  -0.170
68 H 1.877 -8.748 -4.471  0.135
69 N -6.034 1.432 2.162  0.178
70 O -0.544 -7.660 -3.751  -0.177
71 N -7.949 -3.888 -2.539  0.141
72 H -5.500 3.094 3.545  0.101
73 H 0.513 10.159 0.507  0.140
74 H 4.513 11.933 1.516  0.091
75 C -1.951 -7.598 -3.614  -0.124
76 H 4.441 1.340 -4.927  0.061
77 H -2.141 -7.133 -2.647  0.086
78 O -3.788 -6.422 7.409  0.012
79 C 1.296 -8.194 -5.209  -0.390
80 H 1.605 -6.157 -4.516  0.068
81 H 3.622 2.134 3.527  0.122
82 H 3.135 4.351 6.056  0.108
83 H 0.387 8.312 1.854  0.063
84 H -6.275 0.751 1.456  0.145
85 H 2.254 9.393 2.391  0.125
86 C 1.758 10.356 2.272  -0.260
87 C 1.990 3.166 -3.884  -0.062
88 H 1.101 -9.746 -6.673  0.058
89 O 0.526 -1.198 -0.497  0.023
90 H 1.611 10.856 3.229  0.125
91 H 4.347 4.157 -2.650  0.122
92 O 2.111 3.948 3.162  0.040
93 N 3.468 1.499 -4.709  0.035
94 N 3.659 2.813 4.273  0.162
95 H 2.605 -5.703 1.062  0.095
96 N -5.348 2.185 3.958  0.151
97 H 4.284 2.825 5.067  0.110
98 N 1.929 -6.453 1.102  0.152
99 H 7.596 3.471 -2.576  0.090



Entry 2:
Below is C18H57N9O6P3Y as an isolated structure in a non-equilibrium geometry, with properties calculated with ωB97M-V/def2-TZVPD.

Summary:
lowest unoccupied orbital energy: 0.645 eV
total charge: 0
energy relative to the best compared isomer or geometry (same formula, charge and spin): 129.6 kcal/mol
calculated total energy: -74201.0138 eV
Kohn-Sham gap: 8.4307 eV
F_max: 4.44 eV Å⁻¹

Last column: Löwdin charge in e.
CARTESIAN COORDINATES (ANGSTROEM)
1 H 6.946 19.791 -26.214  0.081
2 Y 2.340 21.395 -24.074  1.333
3 C -1.451 22.823 -23.640  -0.122
4 C 6.182 20.518 -25.941  -0.133
5 H 4.512 22.340 -30.336  0.074
6 H 1.019 25.610 -24.643  0.076
7 H 1.901 19.185 -26.050  -0.050
8 N 0.054 24.804 -26.396  -0.259
9 H 0.850 22.416 -18.890  0.059
10 C 6.625 21.020 -28.354  -0.106
11 H 3.784 21.300 -29.162  0.081
12 C 3.240 20.206 -19.369  -0.122
13 H 2.478 22.668 -18.864  0.076
14 H -2.229 21.025 -21.693  0.066
15 H 2.729 22.557 -29.812  0.070
16 N 4.085 23.168 -28.440  -0.308
17 H -1.943 21.230 -19.049  0.091
18 O 3.786 22.462 -25.880  -0.300
19 H 2.228 24.246 -28.679  0.068
20 H 1.695 22.715 -20.447  0.058
21 H 2.063 18.136 -22.630  0.059
22 H 6.716 21.097 -25.188  0.077
23 P -0.241 23.077 -26.164  0.673
24 H 3.247 24.609 -27.291  0.039
25 C 1.232 25.502 -25.706  -0.099
26 C 3.260 24.388 -28.358  -0.081
27 H -2.197 21.094 -28.643  0.072
28 C 1.729 22.188 -19.493  -0.078
29 O 4.274 21.116 -23.111  -0.481
30 H 7.790 23.638 -27.583  0.082
31 H 6.596 19.984 -28.693  0.082
32 H 0.134 22.541 -29.467  0.063
33 H 5.349 19.998 -25.469  0.075
34 H -1.820 25.409 -27.506  0.069
35 C 3.760 22.320 -29.547  -0.124
36 H -1.125 21.787 -23.553  0.062
37 H 4.951 25.496 -25.613  0.072
38 H 1.342 16.689 -19.081  0.085
39 H 1.947 24.694 -25.555  0.028
40 H 3.412 20.443 -18.319  0.093
41 H -1.052 26.599 -26.399  0.077
42 H 5.913 24.309 -24.748  0.084
43 P 4.777 22.655 -26.934  0.658
44 H -3.073 23.429 -26.552  0.064
45 H 3.197 17.835 -21.370  0.074
46 C 6.844 24.159 -27.734  -0.154
47 H 3.744 25.181 -28.928  0.088
48 H -0.277 20.446 -18.565  0.071
49 H -2.081 20.877 -26.855  0.077
50 C -1.717 20.095 -21.448  -0.095
51 H 6.428 23.939 -28.717  0.076
52 H 1.988 26.181 -26.102  0.077
53 N -1.573 23.118 -25.056  -0.284
54 C -1.149 20.502 -19.216  -0.168
55 H -2.448 22.740 -23.207  0.063
56 H -0.989 23.577 -23.002  0.084
57 N 5.785 21.209 -27.134  -0.277
58 H -3.090 24.687 -25.261  0.072
59 H -2.379 19.271 -21.181  0.086
60 O 1.693 23.226 -22.967  -0.480
61 O 2.028 19.570 -25.161  -0.487
62 C 0.988 17.701 -19.281  -0.081
63 N -0.972 22.535 -27.636  -0.298
64 O 0.891 22.283 -25.690  -0.346
65 N 1.956 20.715 -19.728  -0.288
66 H 7.667 21.283 -28.173  0.074
67 H 5.194 21.404 -23.266  -0.061
68 H -0.759 20.413 -27.958  0.078
69 C -0.625 23.133 -28.955  -0.104
70 H -1.510 22.923 -29.555  0.079
71 H -1.668 19.624 -18.830  0.068
72 H 6.184 21.655 -29.122  0.043
73 H -0.157 24.102 -28.783  0.046
74 H 6.584 25.612 -25.712  0.082
75 H -0.324 26.201 -27.899  0.065
76 N 5.911 23.862 -26.748  -0.304
77 H 1.397 18.354 -18.510  0.063
78 H 1.807 16.688 -21.709  0.078
79 H -3.641 23.127 -24.883  0.069
80 C 5.816 24.839 -25.696  -0.104
81 H -0.087 17.656 -19.111  0.067
82 H 3.232 19.125 -19.506  0.056
83 H 7.212 25.182 -27.812  0.088
84 H -1.316 19.840 -22.429  0.068
85 O 1.247 20.432 -22.340  -0.344
86 C -0.883 25.760 -27.074  -0.129
87 N -0.599 20.252 -20.488  -0.277
88 N 1.279 18.373 -20.574  -0.295
89 H 2.373 23.904 -22.786  -0.048
90 P 0.996 19.977 -20.958  0.624
91 H 3.905 20.518 -20.175  0.086
92 C 2.143 17.721 -21.625  -0.080
93 C -2.901 23.640 -25.497  -0.111
94 C -1.549 21.141 -27.768  -0.076